one.
The following is a quantum chemistry calculation of 6 unconnected molecules or ions with the total composition H12O6, from the Open Molecules 2025 dataset.

XYZ file:
```
18
Properties=species:S:1:pos:R:3
O -26.143 3.427 20.180
H -25.722 3.929 20.886
H -25.453 2.857 19.727
O -26.964 -0.644 16.043
H -27.252 -0.180 16.864
H -27.372 -1.510 16.066
O -29.602 -1.615 18.335
H -30.407 -1.826 18.717
H -29.079 -1.880 19.037
O -27.940 0.856 18.215
H -28.569 0.149 18.390
H -27.705 0.984 19.190
O -28.345 3.583 18.381
H -27.664 3.628 19.104
H -28.469 2.722 18.278
O -30.114 0.186 20.529
H -30.596 -0.171 21.217
H -30.407 1.069 20.637
```

## Properties
HOMO level = -10.351 eV
2S+1 = 1
SMILES string = O.O.O.O.O.O
gap between HOMO and LUMO = 10.45 eV

---

two.
The following is a quantum chemistry calculation of 6 unconnected molecules or ions with the total composition H12O6, from the Open Molecules 2025 dataset.

XYZ file:
```
18
Properties=species:S:1:pos:R:3
O 13.368 -24.510 11.674
H 13.390 -25.419 11.374
H 12.907 -24.546 12.513
O 16.734 -18.011 10.339
H 16.937 -17.550 9.526
H 16.772 -17.334 11.015
O 19.834 -20.005 12.585
H 18.895 -20.186 12.629
H 19.914 -19.310 11.932
O 15.638 -21.650 9.594
H 15.704 -20.755 9.926
H 15.241 -22.144 10.312
O 15.702 -22.094 5.506
H 15.644 -22.103 6.461
H 15.367 -21.233 5.254
O 17.758 -24.858 8.279
H 17.673 -23.990 8.675
H 17.013 -25.352 8.622
```

## Properties
HOMO level = -11.177 eV
2S+1 = 1
SMILES string = O.O.O.O.O.O
gap between HOMO and LUMO = 11.42 eV

---

Q: Which of them is the least stable? A: one.

---

one.
The following is a quantum chemistry calculation of 3 unconnected molecules or ions with the total composition C4H13NO2S, from the Open Molecules 2025 dataset.

XYZ file:
```
21
Properties=species:S:1:pos:R:3
C -0.715 0.111 -1.836
N -0.440 1.216 -0.981
C 1.020 1.511 -0.837
O 1.611 0.667 0.011
C -0.122 -1.241 -1.393
C -0.299 -1.488 0.079
S -1.981 -1.159 0.646
H -0.431 0.235 -2.875
H -1.806 -0.011 -1.923
H -1.885 -0.856 3.945
H 1.437 1.486 -1.867
H 0.999 2.564 -0.534
H 1.460 1.280 1.546
H -0.724 -2.029 -1.860
H 0.905 -1.363 -1.743
H -0.083 -2.514 0.341
H 0.328 -0.813 0.701
H -1.473 -0.941 3.340
H -0.902 1.343 -0.085
H 1.962 0.805 2.829
O 1.139 1.199 2.495
```

## Properties
HOMO level = -8.826 eV
2S+1 = 1
gap between HOMO and LUMO = 4.56 eV

---

two.
The following is a quantum chemistry calculation of 2 unconnected molecules or ions with the total composition C4H13NO2S, from the Open Molecules 2025 dataset.

XYZ file:
```
21
Properties=species:S:1:pos:R:3
C -0.345 -0.139 -1.735
N -0.483 -0.487 -0.318
C 0.125 0.466 0.654
C -0.983 1.446 1.190
O -1.398 1.073 2.441
C 1.372 1.211 0.242
S 2.365 1.776 1.674
H -0.945 -0.849 -2.304
H -0.802 0.783 -2.075
H 0.629 -0.058 -2.212
H -0.105 -1.403 -0.218
H 0.441 -0.292 1.495
H -0.748 2.478 1.360
H -1.922 1.179 0.637
H -1.260 0.243 2.795
H 0.977 2.128 -0.231
H 1.840 0.472 -0.397
H 1.343 2.026 2.570
O -0.143 -3.743 -1.691
H -0.395 -3.922 -2.592
H 0.439 -4.387 -1.284
```

## Properties
HOMO level = -8.818 eV
2S+1 = 1
SMILES string = CN[C@H](CO)CS.O
gap between HOMO and LUMO = 9.41 eV

---

Q: Which of them is the least stable? A: one.

---

one.
The following is a quantum chemistry calculation of CH5N2P in the gas phase, from the Open Molecules 2025 dataset.

XYZ file:
```
9
Properties=species:S:1:pos:R:3
H 3.350 -0.495 -0.037
N 2.368 -0.808 0.035
P 1.085 0.981 -0.035
N -0.097 -0.070 -0.288
C -1.478 0.234 0.007
H 0.253 -1.051 -0.156
H -1.582 1.288 -0.090
H -2.289 -0.184 -0.507
H -1.611 0.104 1.072
```

## Properties
HOMO level (spin up / spin down) = -9.844 / -7.231 eV
2S+1 = 1
SMILES string = [H]/N=P/NC
gap between HOMO and LUMO (spin up / spin down) = 9.72 / 6.95 eV

---

two.
The following is a quantum chemistry calculation of 2 unconnected molecules or ions with the total composition CH5N2P, from the Open Molecules 2025 dataset.

XYZ file:
```
9
Properties=species:S:1:pos:R:3
C -1.109 0.431 -0.157
N 3.146 -0.278 0.333
N 0.142 -0.307 0.167
P 0.926 -0.121 1.597
H -1.241 0.985 0.884
H -0.799 1.136 -0.951
H -2.139 -0.028 -0.354
H 3.479 0.193 1.165
H 0.619 -0.914 -0.499
```

## Properties
HOMO level (spin up / spin down) = -7.752 / -7.269 eV
2S+1 = 1
gap between HOMO and LUMO (spin up / spin down) = 6.85 / 5.91 eV

---

Q: Which of them is the least stable? A: two.

---

one.
The following is a quantum chemistry calculation of a gas-phase ion, C6H15BrN (charge +1), from the Open Molecules 2025 dataset.

XYZ file:
```
23
Properties=species:S:1:pos:R:3
C -0.065 1.322 1.362
C -0.321 0.615 0.037
C -1.764 0.205 -0.128
N 0.034 1.587 -1.052
C 0.801 -0.670 -0.065
C 0.772 -1.546 1.166
C 0.470 -1.480 -1.313
Br 2.631 0.141 -0.294
H -0.654 2.232 1.453
H 0.988 1.579 1.468
H -0.335 0.679 2.194
H -2.040 -0.547 0.602
H -2.401 1.070 0.048
H -1.972 -0.180 -1.121
H -0.309 2.523 -0.812
H -0.362 1.310 -1.956
H 1.074 1.616 -1.121
H 1.265 -1.089 2.013
H 1.275 -2.483 0.948
H -0.251 -1.781 1.442
H 1.194 -2.279 -1.448
H -0.506 -1.946 -1.202
H 0.475 -0.880 -2.220
```

## Properties
HOMO level = -14.344 eV
2S+1 = 1
net charge = +1
SMILES string = CC(C)([NH3+])C(C)(C)Br
gap between HOMO and LUMO = 11.12 eV

---

two.
The following is a quantum chemistry calculation of 2 unconnected molecules or ions with the total composition C6H15BrN, from the Open Molecules 2025 dataset.

XYZ file:
```
23
Properties=species:S:1:pos:R:3
C 0.127 1.447 1.220
C 1.325 -0.220 -0.205
C 1.047 2.302 -0.940
C -0.947 -2.692 0.989
C -0.600 0.636 -0.982
C 0.555 1.087 -0.199
N -1.332 -1.980 -0.238
Br -2.234 1.481 -1.044
H 0.180 2.541 1.426
H -0.892 1.099 1.328
H 0.764 0.930 1.897
H 0.882 -1.099 0.371
H 2.395 -0.105 0.176
H 1.538 -0.579 -1.199
H 2.004 2.650 -0.444
H 1.341 2.129 -1.982
H 0.308 2.991 -0.868
H -1.835 -3.376 1.110
H -0.132 -3.464 0.801
H -0.859 -2.095 1.904
H -0.498 0.026 -1.921
H -2.185 -1.514 -0.078
H -0.952 -2.194 -1.121
```

## Properties
HOMO level = -13.207 eV
2S+1 = 1
net charge = +1
gap between HOMO and LUMO = 6.96 eV

---

Q: Which of them is the least stable? A: two.

---

one.
The following is a quantum chemistry calculation of ClH4N3 in the gas phase, from the Open Molecules 2025 dataset.

XYZ file:
```
8
Properties=species:S:1:pos:R:3
N -0.545 1.148 -0.160
N 0.213 -0.027 -0.581
N -0.356 -1.154 -0.206
Cl 1.977 0.165 0.314
H -0.803 1.112 0.820
H -0.006 1.964 -0.400
H 0.162 -1.946 -0.556
H -0.642 -1.262 0.769
```

## Properties
HOMO level = -9.330 eV
2S+1 = 1
SMILES string = NN(N)Cl
gap between HOMO and LUMO = 9.70 eV

---

two.
The following is a quantum chemistry calculation of 2 unconnected molecules or ions with the total composition ClH4N3, from the Open Molecules 2025 dataset.

XYZ file:
```
8
Properties=species:S:1:pos:R:3
H -0.606 -2.067 -0.060
N -0.211 -1.076 0.008
N -1.100 -0.136 0.150
N -0.649 1.023 0.172
H -1.368 1.697 -0.159
H 0.415 1.078 0.016
Cl 2.466 -0.036 0.093
H 1.053 -0.484 -0.221
```

## Properties
HOMO level = -9.919 eV
2S+1 = 1
SMILES string = [H]/N=N/N.Cl
gap between HOMO and LUMO = 10.24 eV

---

Q: Which of them is the least stable? A: one.

---

one.
The following is a quantum chemistry calculation of a gas-phase ion, C4H11N5 (charge +2), from the Open Molecules 2025 dataset.

XYZ file:
```
20
Properties=species:S:1:pos:R:3
H 1.811 1.083 2.268
N 1.607 0.702 1.344
C 0.394 0.995 1.008
C -0.137 0.351 -0.345
C 0.423 -1.048 -0.522
N 1.938 -0.965 -0.691
C -1.713 0.479 -0.192
N -2.322 1.351 -1.046
N -2.379 -0.330 0.522
N -2.880 -0.770 1.467
H -3.465 -1.669 1.362
H -0.462 1.572 1.631
H 0.304 1.120 -1.038
H 0.164 -1.728 0.265
H -0.102 -1.375 -1.416
H 2.137 -0.310 0.073
H 2.377 -0.852 -1.545
H 2.278 -1.840 -0.339
H -1.970 2.133 -1.580
H -3.337 1.275 -1.131
```

## Properties
HOMO level = -17.946 eV
2S+1 = 1
net charge = +2
SMILES string = [H]/N=C/[C@@H](C[NH3+])C(=[NH2+])/N=N/[H]
gap between HOMO and LUMO = 9.02 eV

---

two.
The following is a quantum chemistry calculation of a gas-phase ion, C4H11N5 (charge +2), from the Open Molecules 2025 dataset.

XYZ file:
```
20
Properties=species:S:1:pos:R:3
C 2.607 0.154 0.515
C 0.959 0.552 -0.107
C -0.054 -0.487 -0.146
C -2.021 1.042 0.188
N 0.335 -1.768 -0.265
N 0.851 1.824 -0.294
N -2.161 -1.392 0.242
N 3.043 -0.849 0.050
N -1.349 -0.308 0.090
H 2.893 1.014 0.997
H -1.921 1.528 -0.794
H -3.014 0.781 0.534
H -1.533 1.707 0.937
H -0.330 -2.497 -0.478
H 1.737 2.316 -0.118
H 0.138 2.361 -0.740
H -3.131 -1.127 0.512
H -2.481 -1.818 -0.642
H 4.086 -1.067 0.071
H 1.347 -1.966 -0.552
```

## Properties
HOMO level = -18.048 eV
2S+1 = 1
net charge = +2
gap between HOMO and LUMO = 7.87 eV

---

Q: Which of them is the least stable? A: two.

---

one.
The following is a quantum chemistry calculation of 2 unconnected molecules or ions with the total composition C4H14NO, from the Open Molecules 2025 dataset.

XYZ file:
```
20
Properties=species:S:1:pos:R:3
C -2.302 -0.617 -0.484
C -1.264 -0.165 0.617
N 0.171 -0.394 0.182
C 1.011 0.850 -0.442
C 0.603 0.748 -1.915
H -3.289 -0.523 -0.109
H -2.272 -1.691 -0.720
H -2.217 0.122 -1.339
H -1.245 0.845 1.169
H -1.612 -0.914 1.456
H 0.292 -1.284 -0.203
H 0.580 -0.615 1.139
H 2.064 0.661 -0.382
H 0.531 1.654 0.055
H 1.422 0.238 -2.610
H -0.476 0.512 -1.865
H 0.591 1.893 -2.403
H 2.303 0.226 3.058
H 2.991 -0.901 2.246
O 2.119 -0.645 2.549
```

## Properties
HOMO level (spin up / spin down) = -20.801 / -19.534 eV
2S+1 = 2
net charge = +2
gap between HOMO and LUMO (spin up / spin down) = 13.70 / 3.80 eV

---

two.
The following is a quantum chemistry calculation of 2 unconnected molecules or ions with the total composition C4H14NO, from the Open Molecules 2025 dataset.

XYZ file:
```
20
Properties=species:S:1:pos:R:3
C 0.272 1.939 -0.064
C 0.966 0.467 -0.295
N -0.081 -0.552 -0.213
C 0.212 -1.700 0.742
C 1.702 0.448 -1.528
H 0.962 2.697 0.302
H -0.541 1.850 0.656
H -0.032 2.328 -1.044
H 1.569 0.424 0.640
H -0.992 -0.123 0.051
H -0.374 -0.891 -1.139
H 0.270 -1.269 1.730
H -0.449 -2.533 0.501
H 1.171 -2.114 0.415
H 2.430 1.277 -1.618
H 1.041 0.386 -2.399
H 2.481 -0.345 -1.791
H -3.443 -0.143 1.013
H -2.267 -0.287 1.994
O -2.515 -0.412 1.069
```

## Properties
HOMO level (spin up / spin down) = -19.986 / -19.919 eV
2S+1 = 2
net charge = +2
gap between HOMO and LUMO (spin up / spin down) = 12.95 / 4.58 eV

---

Q: Which of them is the least stable? A: one.